Formula: C24H64MgO10Zr
Source: the Open Molecules 2025 dataset
Level of theory: ωB97M-V with the def2-TZVPD basis set

Positions of all 100 atoms, in Å:
Zr  1.941  -2.466  -0.690
Mg  3.087  1.289  -1.688
C  0.477  -3.098  -5.112
C  0.142  -2.674  -3.735
C  -1.233  -3.244  -3.341
O  1.128  -2.775  -2.753
H  1.354  -2.547  -5.451
H  -0.277  -2.862  -5.863
H  0.700  -4.165  -5.092
H  -0.029  -1.598  -3.695
H  -1.259  -4.333  -3.375
H  -1.941  -2.959  -4.120
H  -1.582  -2.979  -2.343
C  4.487  -2.760  3.023
C  2.968  -2.675  2.623
C  2.277  -1.840  3.769
O  2.817  -2.227  1.316
H  4.944  -1.770  2.999
H  5.062  -3.438  2.391
H  4.464  -3.139  4.044
H  2.646  -3.714  2.553
H  1.192  -1.845  3.669
H  2.573  -0.791  3.796
H  2.522  -2.295  4.728
C  -1.243  -5.255  0.617
C  -1.098  -3.741  0.861
C  -1.190  -3.425  2.363
O  -0.006  -3.116  0.199
H  -0.341  -5.829  0.829
H  -1.274  -5.449  -0.456
H  -2.115  -5.776  1.011
H  -2.008  -3.243  0.526
H  -2.015  -3.932  2.865
H  -1.324  -2.357  2.537
H  -0.269  -3.699  2.876
C  -0.763  0.272  -0.978
C  0.621  0.485  -0.347
C  0.593  0.232  1.182
O  1.736  -0.170  -0.933
H  -0.727  0.526  -2.038
H  -1.463  0.939  -0.477
H  -1.160  -0.743  -0.971
H  0.808  1.551  -0.483
H  1.561  0.406  1.653
H  0.365  -0.788  1.492
H  -0.054  0.962  1.671
C  -4.678  -1.102  -3.541
C  -3.451  -0.375  -2.960
O  -3.647  1.049  -3.121
H  -5.611  -0.789  -3.074
H  -4.528  -2.178  -3.446
H  -4.743  -0.852  -4.600
H  -2.514  -0.587  -3.476
H  -3.335  -0.525  -1.886
H  -3.917  1.397  -2.268
C  -1.125  4.148  -1.573
C  -1.734  5.147  -0.534
O  -2.682  4.505  0.259
H  -1.897  3.504  -1.994
H  -0.427  3.449  -1.113
H  -0.634  4.668  -2.396
H  -2.291  5.975  -0.972
H  -1.019  5.656  0.112
H  -3.194  5.169  0.726
C  1.488  2.423  -5.058
C  1.216  1.380  -4.002
O  2.458  0.835  -3.642
H  0.701  3.153  -5.248
H  1.652  1.896  -5.998
H  2.325  3.107  -4.919
H  0.490  0.639  -4.333
H  0.791  2.003  -3.214
H  2.729  0.205  -4.314
C  -3.172  -0.223  2.567
C  -2.688  -0.675  3.948
O  -3.461  0.042  4.881
H  -3.153  0.859  2.435
H  -4.224  -0.481  2.443
H  -2.599  -0.649  1.743
H  -1.658  -0.351  4.098
H  -2.751  -1.758  4.057
H  -3.583  -0.526  5.646
C  0.829  4.375  2.368
C  -0.425  3.892  3.131
O  -0.407  4.451  4.407
H  0.836  3.952  1.364
H  1.692  4.043  2.946
H  0.814  5.465  2.386
H  -0.515  2.809  3.216
H  -1.380  4.200  2.707
H  -0.464  3.837  5.143
C  4.108  1.579  2.575
C  3.818  2.194  1.232
O  4.079  1.249  0.213
H  4.434  2.391  3.225
H  4.934  0.869  2.544
H  3.230  1.051  2.946
H  4.430  3.094  1.169
H  2.754  2.431  1.207
H  5.006  1.035  0.338

Atomic forces in eV per Å
-5.98 1.81 2.00
-0.16 -0.57 0.26
1.38 -0.17 -0.61
-2.19 1.62 1.37
0.28 -0.84 -0.03
2.85 -0.70 3.80
0.34 -0.22 -0.04
-0.33 -0.20 0.38
0.00 -0.07 -0.36
-0.27 0.54 -0.67
0.33 -0.24 0.05
-0.15 0.34 0.21
0.09 0.38 -0.08
-1.16 0.05 -0.22
1.56 -0.24 1.13
-0.38 -0.70 -1.19
-1.23 0.31 -4.52
0.00 0.03 0.07
-0.11 0.00 -0.05
0.46 0.01 -0.01
-0.52 -0.11 0.92
-0.08 -0.08 -0.06
0.33 -0.13 -0.18
0.02 0.01 -0.08
1.00 -0.07 -1.60
-1.08 -0.06 1.11
1.11 0.26 0.10
3.69 0.58 -1.47
0.14 0.18 0.87
-0.38 0.33 -0.35
0.04 0.53 0.44
-0.13 -0.09 -0.86
-0.06 -0.16 -0.31
0.06 0.01 -0.20
0.11 -0.20 0.09
0.60 -0.21 -0.55
-0.71 -0.21 1.62
0.47 0.53 -0.03
0.48 -2.89 -0.50
-0.05 0.28 -0.05
-0.06 -0.01 -0.03
0.27 -0.21 0.50
0.12 0.53 0.06
0.33 0.11 -0.38
-0.50 -0.04 -0.35
-0.46 -0.22 -0.06
1.06 0.07 -0.05
-1.13 1.11 0.00
0.28 -0.05 0.00
0.18 -0.06 0.19
-0.25 -0.10 0.01
-0.04 -0.06 -0.03
-0.11 -0.41 -0.01
0.12 -0.61 -0.03
-0.11 0.14 -0.07
-0.55 0.57 0.77
0.05 0.49 -0.84
-0.56 -1.37 0.79
-0.28 0.26 -0.04
0.23 0.20 0.23
0.06 0.07 0.13
0.39 0.07 -1.00
0.72 -0.33 -0.11
-0.03 -0.04 0.06
-0.25 0.38 -1.84
-0.83 2.41 -0.74
0.58 -0.86 0.89
-0.64 -0.47 0.16
0.16 0.22 -0.29
0.40 -0.58 0.64
0.13 -0.07 0.19
0.09 -0.77 0.92
0.26 -0.18 -0.10
-0.19 -0.16 -0.06
0.10 1.07 -1.01
-0.49 -0.32 0.61
0.30 0.10 0.34
0.00 -0.27 -0.02
0.06 -0.17 0.02
0.43 -0.33 -0.16
-0.14 0.02 0.11
-0.11 0.19 0.21
-1.10 -0.54 0.78
-0.23 -0.31 -0.17
0.33 0.99 1.35
0.13 0.24 -0.14
0.16 -0.02 -0.16
0.11 -0.05 -0.33
0.40 -0.28 -0.26
0.21 0.16 -0.71
-0.03 -0.24 -0.37
0.04 0.06 0.44
-0.44 0.32 1.33
0.17 -0.06 -0.82
-0.33 -0.21 0.43
0.09 -0.04 -0.14
0.20 0.12 0.26
-0.15 0.07 -0.72
0.12 0.29 -0.35
0.33 -0.42 -0.40

Results
* total charge: +1
* spin multiplicity: 2
* HOMO energy (alpha / beta): -8.276 / -11.892 eV
* DFT total energy: -53118.32798 eV
* Kohn-Sham gap (alpha / beta): 3.79 / 7.32 eV